The following is a DFT calculation (wB97M-V/def2-TZVPD) of C25H56AlB2FNO10 as an isolated structure at a distorted geometry.

The highest occupied orbital energy comes out at -0.1924 Eh. The total charge is -1. As for the HOMO-LUMO gap: 0.28301 hartree. The value obtained for the max |F| is 0.0782 hartree/bohr. The total energy is -2185.099880 a.u. The LUMO energy is 2.465 eV.

Geometry (Å):
C  2.682  1.239  3.346
C  1.813  0.334  2.534
C  0.872  0.771  1.264
B  1.864  1.187  -0.023
O  3.195  1.846  0.226
N  1.496  0.986  -1.486
C  2.265  1.983  -2.378
C  1.979  -0.376  -2.005
O  0.391  -0.568  0.788
Al  -1.430  -0.413  0.243
C  -1.743  0.244  -1.700
C  -2.191  1.818  -1.808
C  -1.216  2.731  -2.791
C  -0.654  4.049  -1.993
C  -0.393  5.363  -2.971
C  1.244  5.623  -3.194
O  1.860  4.669  -4.129
C  1.316  4.810  -5.499
C  -2.721  -1.858  0.971
B  -2.013  -3.328  1.194
O  -1.574  -3.751  2.562
O  -1.756  -4.242  0.064
O  -1.843  1.050  1.418
C  -0.490  1.651  1.502
C  -0.623  2.648  2.796
F  -0.381  1.987  4.114
C  0.234  4.074  2.626
C  -0.840  5.336  2.849
H  2.376  2.277  3.792
H  3.773  0.825  3.595
H  1.824  -0.815  2.856
H  3.924  1.222  -0.116
H  2.299  3.065  -1.933
H  1.803  1.931  -3.473
H  3.379  1.578  -2.497
H  2.904  -0.747  -1.391
H  1.072  -1.124  -1.804
H  2.170  -0.370  -3.181
H  -0.823  0.029  -2.418
H  -2.634  -0.426  -2.115
H  -2.257  2.386  -0.786
H  -3.271  1.858  -2.298
H  -1.881  3.107  -3.709
H  -0.374  2.060  -3.281
H  -1.450  4.399  -1.175
H  0.347  3.878  -1.399
H  -0.986  5.325  -3.980
H  -0.771  6.332  -2.392
H  1.472  6.756  -3.439
H  1.722  5.426  -2.123
H  0.947  5.924  -5.636
H  0.362  4.124  -5.561
H  2.128  4.502  -6.314
H  -3.653  -1.860  0.262
H  -3.091  -1.488  2.028
H  -0.717  -3.268  2.801
H  -1.097  -3.869  -0.592
H  -0.524  2.403  0.579
H  -1.765  2.997  2.827
H  1.146  4.139  3.363
H  0.532  4.125  1.488
H  -1.096  5.506  3.997
H  -1.890  5.119  2.328
H  -0.453  6.342  2.356
C  0.280  -4.484  -6.401
O  -1.006  -4.428  -5.792
C  -0.935  -4.531  -4.368
C  -1.120  -3.162  -3.704
O  -0.010  -2.301  -3.974
C  -0.312  -1.333  -4.973
H  0.173  -4.217  -7.455
H  0.978  -3.784  -5.934
H  0.677  -5.501  -6.335
H  0.007  -4.995  -4.053
H  -1.754  -5.186  -4.055
H  -1.157  -3.301  -2.618
H  -2.063  -2.698  -4.016
H  -0.993  -0.579  -4.566
H  -0.753  -1.791  -5.862
H  0.620  -0.838  -5.263
C  0.359  -6.134  7.819
O  -0.053  -4.859  8.301
C  0.846  -3.817  7.909
C  0.273  -2.999  6.747
O  0.212  -3.776  5.547
C  -1.108  -4.225  5.264
H  -0.454  -6.844  7.990
H  0.579  -6.108  6.748
H  1.241  -6.471  8.370
H  1.832  -4.223  7.655
H  0.966  -3.158  8.775
H  0.944  -2.157  6.546
H  -0.713  -2.590  7.001
H  -1.723  -3.383  4.931
H  -1.569  -4.702  6.133
H  -1.055  -4.958  4.454

Forces on atoms 1 to 6 (eV/Å):
-1.399 -2.715 -1.508
1.876 2.582 2.448
-0.620 -2.710 1.008
1.259 1.209 0.065
-1.008 -2.833 -0.637
2.455 0.267 -0.477

Here are the Mulliken charges for atoms 1 to 4, given in e: -0.82 -0.60 1.31 0.15

=====

The following is a DFT calculation (wB97M-V/def2-TZVPD) of a 12-piece molecular cluster, C25H56F2N7O30S7 overall at a distorted geometry.

The highest occupied orbital energy comes out at -0.2523 Eh. The total charge is -1. As for the HOMO-LUMO gap: 0.30745 hartree. The value obtained for the max |F| is 0.2014 hartree/bohr. The total energy is -6613.542270 a.u. The LUMO energy is 1.499 eV.

Geometry (Å):
N  1.640  0.309  -0.962
S  0.237  0.377  -1.530
O  -0.376  1.726  -1.501
O  -0.672  -0.761  -1.250
F  0.552  0.185  -3.094
S  1.169  0.671  0.575
O  1.073  -0.465  1.401
O  0.399  1.863  0.908
F  2.595  1.116  1.195
C  -1.658  3.734  2.727
O  -2.433  4.541  3.200
N  -0.592  3.223  3.346
N  -1.873  3.189  1.572
H  -0.399  3.669  4.231
H  -0.019  2.549  2.860
H  -1.170  2.584  1.172
H  -2.580  3.529  0.936
C  4.163  -2.020  -1.817
O  4.992  -2.844  -2.027
N  4.117  -1.034  -0.955
N  2.955  -2.068  -2.402
H  4.978  -0.773  -0.495
H  3.227  -0.557  -0.928
H  2.895  -2.685  -3.199
H  2.414  -1.258  -2.135
C  4.018  2.735  -2.316
O  4.646  3.570  -2.847
N  4.425  1.710  -1.589
N  2.710  2.682  -2.387
H  3.843  0.928  -1.328
H  5.406  1.571  -1.393
H  2.190  1.962  -1.905
H  2.227  3.380  -2.935
C  2.686  4.374  1.883
C  3.957  4.211  1.015
O  4.985  4.613  1.846
S  4.727  3.943  3.385
O  5.365  4.700  4.456
O  4.779  2.498  3.373
O  3.148  4.343  3.218
H  2.066  3.486  1.763
H  2.099  5.269  1.678
H  3.852  4.891  0.170
H  4.026  3.218  0.570
C  0.908  -1.608  -6.150
C  1.707  -2.920  -6.435
O  1.036  -3.946  -5.752
S  -0.411  -3.500  -5.137
O  -0.140  -2.979  -3.795
O  -1.528  -4.381  -5.366
O  -0.420  -2.154  -6.046
H  0.932  -0.901  -6.979
H  1.311  -1.166  -5.239
H  2.761  -2.823  -6.173
H  1.611  -3.098  -7.506
C  -0.902  4.509  -3.582
C  -2.043  5.466  -3.018
O  -1.866  5.440  -1.645
S  -0.198  5.610  -1.378
O  0.196  5.013  -0.088
O  0.225  6.942  -1.681
O  0.091  4.497  -2.586
H  -0.366  4.916  -4.440
H  -1.186  3.458  -3.627
H  -3.069  5.203  -3.276
H  -1.904  6.516  -3.274
C  -4.098  -0.675  -2.221
C  -5.303  -1.128  -1.321
O  -5.713  -0.039  -0.593
S  -5.167  1.431  -1.187
O  -4.720  2.391  -0.180
O  -6.014  1.836  -2.382
O  -3.790  0.619  -1.665
H  -4.366  -0.420  -3.246
H  -3.230  -1.333  -2.196
H  -4.934  -1.863  -0.606
H  -6.135  -1.488  -1.926
C  1.021  -3.590  -0.266
C  2.304  -4.409  -0.336
O  2.059  -5.551  0.353
S  1.119  -5.236  1.638
O  1.920  -4.579  2.660
O  0.308  -6.393  1.996
O  0.250  -4.143  0.785
H  0.412  -3.663  -1.167
H  1.177  -2.519  -0.138
H  3.229  -4.148  0.180
H  2.603  -4.720  -1.337
C  -2.696  -5.257  -0.124
C  -3.939  -5.788  -0.765
C  -4.409  -4.561  -1.636
O  -3.468  -3.498  -1.492
C  -2.776  -3.698  -0.242
H  -1.778  -5.636  -0.573
H  -2.663  -5.532  0.930
H  -4.758  -6.045  -0.094
H  -3.777  -6.636  -1.431
H  -5.286  -4.027  -1.267
H  -4.547  -4.726  -2.704
H  -3.113  -3.046  0.564
H  -1.812  -3.227  -0.435
C  -2.039  -0.561  3.070
C  -2.780  -0.261  1.817
C  -3.872  0.679  2.265
O  -4.033  0.352  3.632
C  -2.826  0.097  4.239
H  -1.099  -0.010  3.091
H  -1.825  -1.626  3.161
H  -3.244  -1.157  1.404
H  -2.355  0.321  0.999
H  -4.857  0.560  1.812
H  -3.633  1.741  2.215
H  -2.895  -0.703  4.976
H  -2.482  1.100  4.489
C  2.477  0.916  5.691
C  2.156  0.359  4.336
C  1.276  -0.958  4.666
O  1.836  -1.392  5.898
C  2.297  -0.289  6.658
H  1.968  1.782  6.113
H  3.530  1.194  5.729
H  3.084  0.136  3.810
H  1.580  1.024  3.692
H  1.494  -1.723  3.921
H  0.217  -0.742  4.802
H  3.158  -0.322  7.326
H  1.420  -0.200  7.299

Forces on atoms 1 to 6 (eV/Å):
0.655 0.897 2.749
-8.901 0.489 -5.271
1.445 -2.938 -0.374
2.458 2.278 -0.081
0.568 -0.125 0.643
3.541 2.002 5.858

Here are the Mulliken charges for atoms 1 to 4, given in e: -0.24 -0.29 -0.17 0.22